C15H21Cl3CoF4N6Si | wB97M-V/def2-TZVPD

ORCA input file:
```
! RIJCOSX wB97M-V def2-TZVPD def2/J DEFGRID3
* xyz 0 4
Co 0.775 -0.410 0.491
C -1.001 -2.170 2.285
N -1.160 -1.009 1.403
C -1.817 0.065 2.155
C -1.989 -1.358 0.225
C -1.171 -1.937 -0.915
N -0.039 -1.055 -1.126
C 0.662 -1.065 -2.298
C 1.701 -0.131 -2.433
F 1.952 0.684 -1.372
C 2.483 -0.012 -3.555
F 3.442 0.926 -3.569
C 2.293 -0.833 -4.651
C 1.291 -1.776 -4.540
F 1.063 -2.619 -5.560
C 0.502 -1.906 -3.411
F -0.419 -2.893 -3.408
H -1.960 -2.440 2.745
H -0.276 -1.943 3.067
H -0.629 -3.020 1.718
H -2.829 -0.234 2.458
H -1.880 0.964 1.546
H -1.242 0.282 3.056
H -2.476 -0.442 -0.114
H -2.776 -2.060 0.531
H -1.826 -1.996 -1.787
H -0.863 -2.965 -0.682
H 2.898 -0.750 -5.539
C 3.299 1.387 5.493
C 2.478 2.671 5.451
C 1.016 2.408 5.795
C 2.622 3.409 4.121
N 2.052 2.655 2.999
C 0.818 2.665 2.487
N 0.750 1.743 1.557
N 1.977 1.179 1.527
N 2.761 1.709 2.382
H 3.206 0.915 6.471
H 4.357 1.578 5.312
H 2.965 0.664 4.747
H 2.885 3.370 6.189
H 0.578 1.670 5.118
H 0.411 3.316 5.751
H 0.928 2.001 6.802
H 3.665 3.582 3.862
H 2.105 4.368 4.140
H 0.030 3.326 2.802
Cl 3.922 -2.151 -0.217
Si 2.291 -2.210 1.095
Cl 3.191 -2.110 3.011
Cl 1.642 -4.210 0.949
*
```

Computed properties:
* gap between HOMO and LUMO (alpha / beta): 7.07 / 7.47 eV
* lowest unoccupied orbital energy (alpha / beta): 0.0 / 0.0 eV
* energy relative to the best compared isomer or geometry (same formula, charge and spin): 1.098 eV
* ⟨S²⟩: 3.76
* maximum force: 0.0057 hartree/bohr

***

C15H21ClN2O3 | wB97M-V/def2-TZVPD

ORCA input file:
```
! RIJCOSX wB97M-V def2-TZVPD def2/J DEFGRID3
* xyz 0 1
C 4.807 1.111 0.868
H 5.432 0.215 0.928
O 3.558 0.833 0.284
C 2.728 -0.044 0.879
C 3.029 -0.720 2.054
C 2.145 -1.640 2.622
N 2.479 -2.335 3.746
H 3.226 -1.987 4.320
H 1.736 -2.836 4.207
C 0.928 -1.869 1.965
C 0.612 -1.212 0.800
C 1.495 -0.293 0.239
C 1.109 0.431 -0.989
O 1.539 1.501 -1.345
O 0.184 -0.258 -1.683
C -0.363 0.383 -2.825
H -0.828 -0.416 -3.403
C -1.394 1.447 -2.424
N -2.479 0.838 -1.681
C -3.595 0.402 -2.496
C -4.513 1.549 -2.940
C -5.004 2.322 -1.719
C -3.809 2.791 -0.892
C -2.938 1.582 -0.527
H -2.069 1.895 0.056
H -3.526 0.893 0.090
H -3.217 3.503 -1.472
H -4.146 3.291 0.017
H -5.611 3.176 -2.030
H -5.631 1.669 -1.106
H -3.965 2.225 -3.601
H -5.357 1.144 -3.501
H -3.204 -0.129 -3.367
H -4.175 -0.309 -1.900
H -0.885 2.179 -1.794
H -1.726 1.959 -3.338
H 0.441 0.853 -3.403
H -0.332 -1.390 0.311
Cl -0.204 -2.994 2.655
H 3.965 -0.552 2.562
H 5.279 1.837 0.208
H 4.697 1.549 1.866
*
```

Computed properties:
* gap between HOMO and LUMO: 8.77 eV
* lowest unoccupied orbital energy: 0.7 eV
* energy relative to the best compared isomer or geometry (same formula, charge and spin): 1.890 eV
* SMILES: COc1cc(N)c(Cl)cc1C(=O)OCCN1CCCCC1
* maximum force: 0.0131 hartree/bohr

***

C15H21F10NO5 | wB97M-V/def2-TZVPD

ORCA input file:
```
! RIJCOSX wB97M-V def2-TZVPD def2/J DEFGRID3
* xyz 0 1
C -2.555 4.707 0.716
O -2.023 3.966 -0.398
C -0.817 3.276 -0.026
C -0.489 2.045 -1.023
C 0.268 2.598 -2.336
C 1.628 1.780 -2.556
C 2.248 2.217 -3.994
C 3.184 1.086 -4.626
N 2.484 -0.207 -4.884
O -1.750 1.405 -1.315
C -1.585 0.136 -1.954
C -1.932 -1.123 -1.051
F -3.331 -1.240 -0.862
F -1.554 -2.282 -1.788
C -1.265 -1.155 0.393
F -1.867 -2.252 1.077
F -1.590 -0.029 1.192
C 0.309 -1.479 0.404
F 0.414 -2.893 0.339
F 1.004 -0.985 -0.700
C 1.031 -1.075 1.789
F 0.231 -1.350 2.908
F 1.487 0.240 1.802
F 2.132 -1.954 1.902
H -3.322 5.477 0.380
H -3.085 3.976 1.432
H -1.723 5.189 1.321
H -0.907 2.864 1.030
H 0.050 4.017 -0.037
H 0.247 1.392 -0.454
H -0.402 2.572 -3.267
H 0.522 3.700 -2.163
H 2.395 1.971 -1.723
H 1.476 0.656 -2.623
H 2.934 3.103 -3.761
H 1.416 2.481 -4.727
H 3.516 1.485 -5.650
H 4.089 0.894 -3.956
H 3.024 -0.806 -5.530
H 2.455 -0.703 -3.982
H -2.323 0.112 -2.834
H -0.554 -0.011 -2.432
C -0.021 -4.824 4.699
C -1.119 -3.826 4.891
O -1.521 -4.041 6.229
C -0.409 -4.493 6.875
O -0.290 -4.527 8.061
O 0.554 -4.895 5.998
F -2.169 -4.094 4.078
H -0.395 -5.811 4.413
H 0.713 -4.499 3.961
H -0.809 -2.786 4.764
*
```

Computed properties:
* gap between HOMO and LUMO: 10.15 eV
* lowest unoccupied orbital energy: 0.5 eV
* SMILES: COC[C@H](CCCCN)OCC(F)(F)C(F)(F)C(F)(F)C(F)(F)F.O=C1OC[C@@H](F)O1
* maximum force: 0.0608 hartree/bohr

***

C15H21F4N3O18 | wB97M-V/def2-TZVPD

ORCA input file:
```
! RIJCOSX wB97M-V def2-TZVPD def2/J DEFGRID3
* xyz -1 2
C 0.803 0.843 6.231
N 0.384 1.345 4.931
O 0.371 2.575 4.703
O 0.279 0.464 4.044
H 0.336 -0.139 6.302
H 0.381 1.426 7.050
H 1.869 0.642 6.118
C -1.355 0.295 -3.186
N -1.705 1.354 -4.190
O -2.349 2.291 -3.750
O -1.356 1.273 -5.368
H -1.207 0.801 -2.232
H -0.591 -0.409 -3.515
H -2.216 -0.338 -2.970
C -1.021 -1.050 1.631
N -0.993 -0.925 0.150
O -1.995 -0.648 -0.408
O -0.003 -1.314 -0.372
H -0.384 -1.884 1.923
H -2.062 -1.244 1.891
H -0.691 -0.089 2.024
C -3.923 2.048 2.224
C -4.053 2.636 0.800
O -5.486 2.812 0.863
C -6.071 2.131 1.801
O -7.310 1.904 1.850
O -5.233 1.635 2.577
F -3.764 1.758 -0.154
H -3.652 2.872 2.885
H -3.196 1.253 2.386
H -3.578 3.598 0.604
C 1.713 1.804 1.611
C 2.218 3.309 1.521
O 1.539 3.651 0.352
C 1.277 2.535 -0.466
O 0.987 2.564 -1.618
O 1.510 1.480 0.223
F 3.521 3.196 1.289
H 0.693 1.756 1.992
H 2.385 1.153 2.170
H 2.250 3.966 2.391
C 3.590 -1.676 -2.087
C 3.677 -0.945 -0.727
O 4.214 0.342 -1.052
C 4.791 0.187 -2.236
O 5.569 0.962 -2.786
O 4.519 -0.947 -2.841
F 4.538 -1.460 0.174
H 2.560 -1.646 -2.441
H 3.963 -2.696 -2.004
H 2.694 -0.838 -0.269
C -0.268 -4.097 -2.215
C -0.542 -4.375 -3.675
O 0.569 -5.130 -4.014
C 1.541 -5.018 -3.131
O 2.582 -5.604 -3.165
O 1.114 -4.170 -2.139
F -0.634 -3.188 -4.274
H -0.635 -4.985 -1.702
H -0.684 -3.156 -1.854
H -1.482 -4.892 -3.871
*
```

Computed properties:
* gap between HOMO and LUMO (alpha / beta): 3.95 / 7.35 eV
* lowest unoccupied orbital energy (alpha / beta): 1.7 / 1.7 eV
* ⟨S²⟩: 0.75
* maximum force: 0.1468 hartree/bohr

***

C15H21F5HfIO2P2 | wB97M-V/def2-TZVPD

ORCA input file:
```
! RIJCOSX wB97M-V def2-TZVPD def2/J DEFGRID3
* xyz 3 1
C 0.021 -3.672 -5.235
C -0.303 -3.785 -3.786
H -0.152 -4.673 -5.699
H 1.082 -3.378 -5.378
H -0.633 -2.922 -5.728
O -0.676 -4.652 -3.088
I 0.022 -1.584 -2.431
Hf 0.021 0.114 -0.242
P -2.536 0.543 -0.384
C -3.661 -0.072 0.942
C -3.234 2.211 -0.589
H -4.310 2.087 -0.776
H -4.277 0.095 -1.953
H -2.796 2.788 -1.406
H -2.723 -0.476 -2.672
H -3.406 0.375 1.916
H -3.102 2.803 0.321
C -3.324 -0.416 -1.750
H -4.705 0.188 0.707
H -3.518 -1.448 -1.417
H -3.580 -1.164 1.065
P 2.284 -0.799 0.591
C 2.407 -1.673 2.204
C 2.988 -2.138 -0.459
H 3.871 0.990 -0.075
H 4.543 -0.230 1.036
H 3.473 1.065 1.633
C 3.658 0.377 0.805
H 2.833 -1.995 -1.542
H 4.063 -2.136 -0.224
H 3.468 -1.890 2.403
H 1.836 -2.617 2.195
H 2.551 -3.115 -0.193
H 2.009 -1.064 3.032
C -0.621 -0.969 1.418
O -1.007 -1.726 2.225
F 0.512 2.405 -0.684
C 0.658 2.655 0.691
C 0.366 1.568 1.518
C 0.409 1.933 2.875
F 0.121 1.006 3.823
C 0.710 3.236 3.326
F 0.673 3.534 4.652
C 0.953 4.244 2.395
F 1.102 5.515 2.822
C 0.928 3.950 1.039
F 1.000 4.912 0.077
*
```

Computed properties:
* gap between HOMO and LUMO: 6.09 eV
* lowest unoccupied orbital energy: -12.1 eV
* maximum force: 0.1805 hartree/bohr

***

C15H21IO12 | wB97M-V/def2-TZVPD

ORCA input file:
```
! RIJCOSX wB97M-V def2-TZVPD def2/J DEFGRID3
* xyz 0 1
C 3.602 -1.315 -0.543
C 3.611 -0.020 -1.522
O 4.275 -0.136 -2.575
O 2.844 1.161 -1.183
C 1.455 0.735 -1.414
C 0.423 1.956 -1.507
O -0.896 1.558 -1.052
C -1.662 0.983 -2.094
O -1.154 0.349 -3.061
O -3.098 1.099 -2.132
C -3.690 0.484 -0.956
C -4.344 -0.973 -1.273
O -4.061 -1.611 -2.302
I -5.774 -1.768 0.211
H 2.781 -1.171 0.239
H 4.598 -1.456 -0.004
H 3.354 -2.278 -1.121
H 1.129 -0.048 -0.650
H 1.465 0.208 -2.445
H 0.799 2.785 -0.799
H 0.432 2.409 -2.567
H -4.584 1.155 -0.661
H -2.944 0.433 -0.075
C 7.165 1.311 -3.171
C 7.445 2.428 -2.180
C 7.918 3.712 -2.796
O 8.664 4.301 -1.735
C 9.131 3.272 -0.974
O 9.952 3.384 -0.109
O 8.543 2.094 -1.329
H 7.662 0.383 -2.882
H 6.092 1.119 -3.229
H 7.493 1.567 -4.183
H 6.571 2.588 -1.539
H 7.095 4.363 -3.096
H 8.589 3.569 -3.649
C -6.285 -3.281 5.403
C -7.439 -2.584 4.703
C -8.803 -3.000 5.172
O -9.610 -2.734 4.030
C -8.796 -2.855 2.945
O -9.175 -2.885 1.809
O -7.488 -2.939 3.320
H -5.571 -3.695 4.688
H -5.751 -2.576 6.045
H -6.626 -4.095 6.048
H -7.309 -1.497 4.758
H -9.147 -2.422 6.031
H -8.880 -4.067 5.406
*
```

Computed properties:
* gap between HOMO and LUMO: 10.25 eV
* lowest unoccupied orbital energy: 0.2 eV
* SMILES: CC(=O)OCCOC(=O)OCC(=O)I.C[C@@H]1COC(=O)O1.C[C@@H]1COC(=O)O1
* maximum force: 0.1042 hartree/bohr